Entry 1:
{
  "formula": "C12H22AgI2NSi2",
  "method": "ωB97M-V with the def2-TZVPD basis set",
  "symbols": ["Ag", "C", "Si", "C", "C", "C", "C", "C", "C", "C", "C", "N", "Si", "C", "C", "C", "H", "H", "H", "H", "H", "H", "H", "H", "H", "H", "H", "H", "H", "H", "H", "H", "H", "H", "H", "H", "H", "H", "I", "I"],
  "xyz": [[1.63, 1.30, 1.44], [2.25, -2.09, -0.44], [1.01, -0.87, -1.13], [-0.20, -1.87, -2.16], [1.77, 0.38, -2.31], [0.20, 0.08, 0.26], [-0.55, 1.29, -0.22], [-1.67, 1.22, -1.06], [-2.30, 2.38, -1.46], [-1.82, 3.60, -1.02], [-0.72, 3.60, -0.19], [-0.11, 2.49, 0.21], [-0.74, -0.82, 1.59], [0.35, -2.06, 2.46], [-2.27, -1.69, 0.95], [-1.35, 0.45, 2.83], [3.06, -2.27, -1.16], [1.76, -3.05, -0.25], [2.71, -1.74, 0.49], [0.36, -2.42, -2.93], [-0.92, -1.23, -2.68], [-0.76, -2.59, -1.57], [2.54, -0.08, -2.94], [2.22, 1.22, -1.79], [0.99, 0.78, -2.97], [-2.03, 0.25, -1.38], [-3.17, 2.33, -2.11], [-2.29, 4.53, -1.32], [-0.31, 4.53, 0.19], [0.49, -2.96, 1.86], [-0.11, -2.37, 3.40], [1.33, -1.65, 2.68], [-2.04, -2.44, 0.19], [-2.98, -0.98, 0.52], [-2.78, -2.20, 1.77], [-0.53, 1.05, 3.25], [-1.86, -0.03, 3.67], [-2.05, 1.15, 2.37], [4.17, 0.98, 0.72], [6.72, 1.79, 0.28]],
  "spin_multiplicity": 1,
  "e_homo_ha": [-0.2837, -0.2837],
  "homo_lumo_gap_ev": [5.640, 5.640],
  "fmax_ha_per_bohr": 0.011,
  "total_energy_ev": -50248.4493
}



Entry 2:
{
  "formula": "C30H29CrF10N8O5S",
  "method": "ωB97M-V with the def2-TZVPD basis set",
  "symbols": ["Cr", "C", "N", "C", "C", "N", "C", "C", "F", "C", "F", "C", "F", "C", "F", "C", "F", "C", "C", "N", "C", "C", "F", "C", "F", "C", "F", "C", "F", "C", "F", "H", "H", "H", "H", "H", "H", "H", "H", "H", "H", "H", "N", "C", "C", "C", "C", "N", "C", "N", "N", "C", "O", "O", "H", "H", "H", "H", "H", "H", "H", "H", "H", "H", "H", "H", "H", "H", "O", "C", "N", "S", "O", "O", "C", "C", "C", "C", "C", "C", "H", "H", "H", "H"],
  "xyz": [[0.30, -1.12, 0.88], [-2.86, -0.45, -1.21], [-2.32, -1.43, -0.29], [-3.11, -1.55, 0.93], [-2.29, -2.21, 2.05], [-0.98, -1.60, 2.22], [-0.72, -0.97, 3.39], [0.56, -1.11, 3.96], [1.38, -1.97, 3.32], [0.99, -0.41, 5.06], [2.22, -0.59, 5.56], [0.12, 0.49, 5.68], [0.51, 1.20, 6.75], [-1.15, 0.68, 5.15], [-1.98, 1.59, 5.69], [-1.57, -0.04, 4.04], [-2.76, 0.27, 3.49], [-2.03, -2.69, -0.95], [-0.54, -2.76, -1.28], [0.27, -2.70, -0.08], [1.02, -3.80, 0.17], [0.61, -5.13, -0.05], [-0.68, -5.39, -0.37], [1.46, -6.22, 0.10], [1.00, -7.45, -0.14], [2.77, -6.02, 0.52], [3.59, -7.07, 0.66], [3.20, -4.72, 0.79], [4.46, -4.53, 1.19], [2.35, -3.63, 0.64], [2.55, -2.08, -1.27], [-3.87, -0.72, -1.56], [-2.90, 0.52, -0.72], [-2.19, -0.39, -2.07], [-3.39, -0.54, 1.24], [-4.03, -2.13, 0.77], [-2.87, -2.17, 2.98], [-2.12, -3.26, 1.81], [-2.29, -3.52, -0.30], [-2.61, -2.80, -1.88], [-0.32, -3.65, -1.87], [-0.26, -1.88, -1.88], [-1.21, 2.16, 0.58], [-0.05, 2.83, 1.17], [-0.44, 4.02, 2.05], [-1.61, 4.86, 1.54], [-1.38, 5.50, 0.16], [-1.06, 4.56, -0.89], [-1.83, 3.55, -1.29], [-1.34, 2.73, -2.22], [-3.15, 3.56, -1.03], [0.80, 1.84, 2.06], [1.58, 2.30, 2.86], [0.51, 0.62, 1.85], [-1.80, 1.83, 1.34], [-0.85, 1.32, 0.12], [0.62, 3.13, 0.35], [0.45, 4.64, 2.19], [-0.72, 3.64, 3.03], [-1.77, 5.68, 2.24], [-2.52, 4.26, 1.55], [-0.54, 6.19, 0.23], [-2.27, 6.08, -0.13], [-0.08, 4.45, -1.11], [-0.35, 2.44, -2.17], [-1.95, 1.99, -2.55], [-3.46, 4.10, -0.24], [-3.70, 2.75, -1.26], [1.10, 1.65, -1.80], [1.84, 0.79, -1.29], [1.44, -0.18, -0.47], [2.78, -0.95, 0.19], [3.03, -0.19, 1.39], [2.79, -2.41, 1.00], [4.02, -0.19, -0.89], [5.38, -0.32, -0.98], [6.05, 0.61, -1.78], [5.37, 1.63, -2.41], [3.99, 1.73, -2.31], [3.31, 0.80, -1.54], [5.91, -1.09, -0.46], [7.13, 0.54, -1.88], [5.92, 2.36, -2.99], [3.44, 2.52, -2.80]],
  "spin_multiplicity": 4,
  "e_homo_ha": [-0.2658, -0.2890],
  "homo_lumo_gap_ev": [5.868, 7.826],
  "fmax_ha_per_bohr": 0.060,
  "total_energy_ev": -120166.4274
}